1.
{
  "formula": "C20H23FN2O3",
  "method": "wB97M-V/def2-TZVPD",
  "homo_energy_ev": -8.49,
  "gap_ev": 9.116,
  "de_lowest_ev": 0.004,
  "max_force_ev_per_a": 1.293,
  "charge": 0,
  "lumo_ev": 0.6,
  "smiles": "O=C(CC[C@@H]1CCCN(C(=O)c2ccco2)C1)NCc1ccccc1F",
  "species": ["O", "C", "C", "C", "C", "C", "C", "C", "N", "C", "O", "C", "C", "C", "C", "O", "C", "N", "C", "C", "C", "C", "C", "C", "C", "F", "H", "H", "H", "H", "H", "H", "H", "H", "H", "H", "H", "H", "H", "H", "H", "H", "H", "H", "H", "H", "H", "H", "H"],
  "xyz": [[0.4130, 0.2155, -0.5296], [0.8775, 1.2387, -0.0695], [0.1972, 2.0487, 1.0206], [-1.1642, 2.6119, 0.5859], [-2.1515, 1.5764, 0.0407], [-3.4950, 2.2341, -0.2836], [-4.4821, 1.1938, -0.8076], [-4.6141, 0.0452, 0.1918], [-3.3118, -0.5288, 0.4645], [-2.9755, -1.6786, -0.1721], [-3.7791, -2.2895, -0.8640], [-1.6154, -2.2335, -0.0126], [-0.9929, -3.0778, -0.8960], [0.2614, -3.3898, -0.3324], [0.3080, -2.7285, 0.8567], [-0.8171, -2.0330, 1.0611], [-2.3852, 0.4232, 1.0270], [2.0480, 1.7542, -0.5126], [2.8728, 1.0184, -1.4548], [3.7185, -0.0012, -0.7350], [3.3278, -1.3298, -0.6400], [4.0876, -2.2407, 0.0736], [5.2527, -1.8380, 0.7045], [5.6590, -0.5164, 0.6326], [4.8824, 0.3773, -0.0783], [5.2678, 1.6768, -0.1328], [0.0596, 1.3881, 1.8786], [0.8364, 2.8773, 1.3310], [-1.0006, 3.3687, -0.1855], [-1.6113, 3.1123, 1.4493], [-1.7400, 1.1413, -0.8747], [-3.3562, 3.0239, -1.0251], [-3.8990, 2.6942, 0.6228], [-5.4595, 1.6479, -0.9772], [-4.1224, 0.7907, -1.7560], [-5.2505, -0.7446, -0.2095], [-5.0348, 0.4096, 1.1351], [-1.3951, -3.4136, -1.8290], [1.0178, -4.0224, -0.7506], [1.0621, -2.6747, 1.6180], [-1.4452, -0.0712, 1.2452], [-2.8128, 0.8102, 1.9601], [2.4827, 2.5214, -0.0256], [2.1984, 0.5103, -2.1473], [3.4985, 1.7308, -1.9963], [2.4106, -1.6378, -1.1173], [3.7669, -3.2690, 0.1387], [5.8465, -2.5491, 1.2581], [6.5581, -0.1726, 1.1192]]
}

***

2.
{
  "formula": "C15H31N3O10S2",
  "method": "wB97M-V/def2-TZVPD",
  "homo_energy_ev": -8.12,
  "gap_ev": 8.529,
  "max_force_ev_per_a": 2.938,
  "charge": 0,
  "lumo_ev": 0.4,
  "smiles": "CC[C@H](C)OC(=O)N(CCCN)N=C(C)C.O=S1(=O)OCCO1.O=S1(=O)OCCO1",
  "species": ["C", "C", "C", "C", "O", "C", "O", "N", "C", "C", "C", "N", "N", "C", "C", "C", "H", "H", "H", "H", "H", "H", "H", "H", "H", "H", "H", "H", "H", "H", "H", "H", "H", "H", "H", "H", "H", "H", "H", "O", "S", "O", "O", "C", "C", "O", "H", "H", "H", "H", "O", "S", "O", "O", "C", "C", "O", "H", "H", "H", "H"],
  "xyz": [[-5.3835, -3.0234, 0.3656], [-3.9725, -2.5740, 0.7399], [-3.4399, -1.3472, -0.0058], [-3.8301, -1.2789, -1.4759], [-1.9892, -1.3752, 0.0112], [-1.3986, -0.9011, 1.1067], [-1.9702, -0.5906, 2.1262], [0.0149, -0.7777, 0.9794], [0.3773, 0.6634, 0.8599], [1.4845, 1.0548, 1.8509], [2.7063, 1.7478, 1.2189], [4.0114, 1.2858, 1.7329], [0.5351, -1.4912, -0.0964], [1.3881, -2.4190, -0.2146], [2.7389, -2.1354, -0.8275], [1.1319, -3.8523, 0.1798], [-5.5289, -4.0539, 0.6917], [-5.5792, -3.0097, -0.7042], [-6.1426, -2.4349, 0.8798], [-3.2493, -3.3860, 0.6431], [-3.9834, -2.3163, 1.8001], [-3.7843, -0.4524, 0.5122], [-4.7512, -0.7170, -1.6090], [-3.0225, -0.8196, -2.0430], [-3.9720, -2.2797, -1.8810], [0.6926, 0.8247, -0.1673], [-0.5184, 1.2454, 1.0769], [1.0474, 1.7210, 2.5967], [1.7958, 0.1627, 2.3968], [2.6859, 1.5486, 0.1471], [2.6360, 2.8239, 1.3798], [4.4060, 0.6067, 1.0943], [3.8764, 0.7814, 2.6019], [2.6463, -1.5779, -1.7575], [3.2811, -1.5282, -0.0980], [3.3170, -3.0406, -1.0107], [1.0811, -4.4814, -0.7107], [1.9663, -4.2258, 0.7806], [0.2137, -3.9318, 0.7562], [8.3524, 3.6409, 6.1170], [7.9530, 4.3144, 4.9333], [8.7784, 5.3142, 4.3582], [6.4798, 4.8819, 5.1600], [5.5864, 4.3956, 4.1463], [6.1588, 3.0461, 3.7663], [7.5810, 3.2623, 3.7993], [5.6007, 5.0904, 3.3052], [4.5812, 4.3343, 4.5531], [5.8522, 2.7169, 2.7776], [5.9066, 2.2810, 4.5031], [-6.4894, 0.6024, -3.8146], [-5.7100, -0.3188, -4.5601], [-5.6504, -1.6881, -4.1969], [-4.2351, 0.2746, -4.6931], [-3.8520, 0.3832, -6.0717], [-5.1629, 0.6182, -6.7960], [-6.0890, -0.2337, -6.1058], [-3.3816, -0.5520, -6.3790], [-3.1485, 1.2030, -6.1837], [-5.1312, 0.3362, -7.8440], [-5.4984, 1.6522, -6.7013]]
}

***

3.
{
  "formula": "C4H10N2",
  "method": "wB97M-V/def2-TZVPD",
  "homo_energy_ev": -9.51,
  "gap_ev": 10.541,
  "de_lowest_ev": 2.493,
  "max_force_ev_per_a": 3.289,
  "charge": 0,
  "lumo_ev": 1.0,
  "smiles": "[H]/N=C/N.C=CC",
  "species": ["H", "N", "C", "N", "H", "H", "H", "C", "C", "C", "H", "H", "H", "H", "H", "H"],
  "xyz": [[-2.0197, -1.0024, -0.1792], [-2.3068, -0.0160, -0.1111], [-1.9066, 0.6884, -1.1154], [-2.2620, 2.1485, -1.1950], [-1.2813, 0.2478, -1.9693], [-3.0697, 2.3404, -0.6221], [-2.3397, 2.5251, -2.1653], [1.5643, 0.7022, 0.6731], [1.1065, -0.5299, 0.9806], [2.0411, -1.9472, 0.8742], [1.1411, 1.7024, 0.7360], [2.5034, 0.8075, 0.0997], [0.0910, -0.7998, 1.3749], [1.7207, -2.6982, 1.7378], [3.1207, -1.7310, 1.0452], [1.8970, -2.4377, -0.1639]]
}

***

4.
{
  "formula": "C6H10S",
  "method": "wB97M-V/def2-TZVPD",
  "s_squared": 2.0088,
  "homo_energy_ev": [-6.93, -9.75],
  "multiplicity": 3,
  "gap_ev": [7.919, 8.819],
  "de_lowest_ev": 1.884,
  "max_force_ev_per_a": 3.495,
  "charge": 0,
  "lumo_ev": [1.0, -0.9],
  "species": ["C", "C", "C", "C", "C", "C", "S", "H", "H", "H", "H", "H", "H", "H", "H", "H", "H"],
  "xyz": [[3.3620, -1.2126, -0.1626], [2.2386, -0.6024, 0.2464], [-0.5944, 1.4861, 0.9298], [-1.5630, 1.5698, -0.2654], [-0.9047, 0.3164, 0.0744], [-2.6937, -1.6433, -0.4914], [-1.5064, -1.1941, 0.5828], [3.6136, -1.4413, -1.1725], [4.0427, -1.6475, 0.6347], [1.4421, -0.2039, -0.4286], [0.2786, 1.9185, 0.6782], [-1.0302, 1.6032, 1.8783], [-2.7025, 1.5516, -0.2254], [-1.3202, 1.9247, -1.2461], [1.8951, -0.5014, 1.2624], [-3.5395, -0.9600, -0.6428], [-2.5563, -2.6247, -0.9879]]
}

***

5.
{
  "formula": "C4H5NO2",
  "method": "wB97M-V/def2-TZVPD",
  "homo_energy_ev": -10.15,
  "gap_ev": 11.099,
  "de_lowest_ev": 4.794,
  "max_force_ev_per_a": 2.754,
  "charge": 0,
  "lumo_ev": 1.0,
  "species": ["O", "C", "C", "C", "N", "C", "O", "H", "H", "H", "H", "H"],
  "xyz": [[1.5105, -1.2783, 0.2479], [0.9299, -0.5369, -0.7764], [0.6468, 0.6456, 0.1489], [-0.8507, 0.9435, 0.1653], [0.3797, -0.4504, 1.1322], [-0.8843, -0.6239, 0.3389], [-0.4130, -1.0699, -0.9124], [1.4103, -0.5089, -1.7561], [1.4519, 1.3166, 0.4463], [-1.3647, 1.1801, -0.7593], [-1.1131, 1.6238, 0.9898], [-1.7032, -1.2412, 0.7350]]
}